This record from OMol25 describes a gas-phase ion, C5H16N3 (charge +1). The level of theory is wB97M-V/def2-TZVPD.

Calculated values
E_LUMO = -3.4588 eV
M = 118.20 Da
total charge = +1
energy = -364.08565 Ha
SMILES string = C[C@@H](CN)NCC[NH3+]
HOMO-LUMO gap = 8.972 eV

Element x y z (Å)
N -0.07991 1.90084 -1.59920
C -1.06687 0.78155 -2.03138
C -1.34288 -0.38181 -1.08419
N 0.03410 -0.76644 -0.63281
C 0.28033 -1.01463 0.83271
C 1.40978 -2.02691 0.82497
C 0.70507 0.27197 1.59649
N -0.32203 0.78443 2.48419
H 0.85510 1.49325 -1.64149
H -0.16397 2.14637 -0.60385
H -0.30447 2.71804 -2.15775
H -0.45691 0.34441 -2.81860
H -2.00331 1.25245 -2.31972
H -1.80628 -1.24425 -1.58779
H -1.82402 -0.10311 -0.13552
H 0.33537 -1.63566 -1.04520
H -0.60225 -1.32210 1.43260
H 1.64787 -2.31554 1.82604
H 1.19821 -2.89136 0.20203
H 2.25346 -1.59456 0.22893
H 1.52914 -0.00096 2.27581
H 1.00019 1.04971 0.88352
H 0.00451 1.65632 2.88185
H -1.28022 0.89798 2.18837

Forces on the atoms, in the same order (eV/Å):
-1.29 -1.33 1.68
-0.19 -0.31 -0.38
2.61 0.20 1.70
-0.36 -0.19 0.92
-0.05 0.89 -0.17
0.35 0.55 -1.16
-0.36 -0.43 -0.03
0.01 0.32 0.65
0.18 0.32 -0.51
-0.32 0.05 -0.18
0.69 0.13 -0.23
-0.78 0.08 -0.66
0.24 0.20 -0.50
-0.33 0.76 0.04
-0.63 0.04 -0.69
-0.25 0.03 -0.58
0.17 -0.51 -0.79
0.58 -0.26 0.42
-0.54 -0.46 0.37
-0.22 0.00 1.11
0.05 0.35 -0.58
0.63 -0.20 -0.18
-0.27 -0.09 0.24
0.10 -0.13 -0.48